Computed, not measured: C8H12AsAuN2O7S2 as an isolated structure, with ωB97M-V/def2-TZVPD.

Structure (XYZ):
```
33
C8H12AsAuN2O7S2 | OMol25 | ωB97M-V/def2-TZVPD
Au 0.013 0.152 -0.716
O -0.586 1.331 2.608
As -1.451 -0.108 1.993
O -1.958 -0.993 3.242
O -0.220 -0.829 1.005
C -2.696 0.944 0.925
C -3.029 2.207 1.411
C -3.891 3.027 0.693
C -4.419 2.604 -0.517
C -4.097 1.347 -1.009
C -3.250 0.525 -0.284
S -2.855 -1.078 -0.948
O -3.821 -1.396 -1.951
O -2.693 -1.955 0.181
O -1.520 -0.806 -1.650
H -0.111 1.065 3.405
H -2.615 2.541 2.351
H -4.156 3.998 1.091
H -5.090 3.245 -1.073
H -4.508 0.982 -1.941
N 1.804 3.506 -2.288
C 0.749 2.870 -1.803
N 0.105 3.352 -0.755
S 0.174 1.459 -2.643
H 2.172 4.340 -1.860
H 2.337 3.060 -3.014
H 0.541 4.025 -0.143
H -0.674 2.831 -0.369
C 2.468 0.371 0.693
O 1.492 1.166 0.043
H 2.020 -0.394 1.329
H 3.049 1.044 1.329
H 3.146 -0.103 -0.025
```

Frontier orbital gap = 8.366 eV
Total charge = 0
Energy = -112002.9144 eV
Lowest unoccupied orbital energy = -1.369 eV
2S+1 = 1

***

Computed, not measured: C8H12AuN2P as an isolated structure in a non-equilibrium geometry, with ωB97M-V/def2-TZVPD.

Structure (XYZ):
```
24
C8H12AuN2P | OMol25 | ωB97M-V/def2-TZVPD
C -0.610 0.060 -2.805
C -1.421 1.100 -2.263
C -0.563 2.172 -1.874
C 0.779 1.847 -2.237
C 0.756 0.534 -2.825
Au -0.020 -2.016 0.890
P -0.561 -3.846 -0.335
H -0.945 -0.913 -3.162
H -2.496 1.052 -2.114
H -0.881 3.103 -1.416
H 1.599 -0.001 -3.248
H 1.658 2.476 -2.084
H 0.537 -4.506 -0.965
H -1.466 -3.602 -1.417
H -1.248 -4.852 0.415
N 0.421 -0.281 3.351
C 0.727 0.954 3.801
C 0.755 1.783 2.691
C 0.412 0.981 1.587
N 0.280 -0.304 1.997
H 0.172 -1.077 3.915
H 0.919 1.177 4.840
H 0.976 2.836 2.677
H 0.222 1.325 0.583
```

Frontier orbital gap (alpha / beta) = 4.103 / 6.324 eV
Total charge = 0
Energy = -24446.1693 eV
Lowest unoccupied orbital energy (alpha / beta) = 0.914 / -1.852 eV
2S+1 = 3

***

Computed, not measured: C8H12BaCl4N4O2 as an isolated structure in a non-equilibrium geometry, with ωB97M-V/def2-TZVPD.

Structure (XYZ):
```
31
C8H12BaCl4N4O2 | OMol25 | ωB97M-V/def2-TZVPD
Ba 0.745 0.052 -0.333
N 1.580 -0.523 2.436
C 2.799 0.216 2.952
C 3.869 0.195 1.848
N 3.502 0.660 0.500
H 0.730 -0.244 2.973
H 1.698 -1.555 2.626
H 3.166 -0.301 3.829
H 2.483 1.214 3.303
H 4.170 -0.848 1.746
H 4.710 0.756 2.303
H 4.138 0.257 -0.220
H 3.702 1.675 0.374
Cl -6.404 2.033 -0.112
C -4.977 1.082 -0.248
C -5.050 -0.355 -0.404
Cl -6.598 -1.088 -0.191
C -3.862 -1.062 -0.738
Cl -3.957 -2.703 -1.314
C -2.530 -0.486 -0.491
O -1.480 -1.260 -0.524
C -2.471 0.993 -0.275
O -1.370 1.602 -0.217
C -3.725 1.743 -0.148
Cl -3.545 3.409 0.232
N 1.240 -1.491 -2.827
N 1.655 -0.098 -3.203
H 2.046 -2.165 -2.764
H 0.652 -1.882 -3.543
H 0.777 0.304 -3.592
H 2.307 -0.129 -3.976
```

Frontier orbital gap = 4.115 eV
Total charge = 0
Energy = -69329.4483 eV
Lowest unoccupied orbital energy = -1.054 eV
2S+1 = 1

***

Computed, not measured: a 3-piece molecular cluster, C8H12Br2F7N2O6PS overall in a non-equilibrium geometry, with ωB97M-V/def2-TZVPD.

Structure (XYZ):
```
39
C8H12Br2F7N2O6PS | OMol25 | ωB97M-V/def2-TZVPD
C -4.423 0.059 3.305
C -4.019 0.159 1.826
Br -3.130 1.924 1.608
C -2.929 -0.882 1.393
Br -3.224 -2.588 2.351
P -3.215 -1.209 -0.419
S -1.379 -1.410 -1.496
O -0.866 -0.119 -1.835
O -1.738 -2.093 -2.704
C -0.077 -2.483 -0.718
F 0.763 -2.850 -1.641
F -0.697 -3.598 -0.329
C 0.666 -1.936 0.536
F -0.018 -2.123 1.645
F 1.757 -2.696 0.664
C 1.188 -0.476 0.468
F 2.122 -0.359 1.408
F 1.780 -0.228 -0.664
F 0.276 0.424 0.734
H -5.310 -0.571 3.382
H -4.661 1.066 3.650
H -3.608 -0.281 3.940
H -4.859 0.166 1.134
H -1.968 -0.430 1.631
H -3.791 -2.503 -0.486
C 3.761 2.466 1.669
N 5.005 3.285 1.624
O 5.420 3.618 0.532
O 5.516 3.560 2.692
H 3.418 2.298 0.653
H 4.005 1.527 2.155
H 3.024 3.023 2.240
C 1.133 0.336 -4.230
N 2.199 1.285 -4.659
O 2.432 2.235 -3.936
O 2.764 1.041 -5.707
H 0.722 0.677 -3.289
H 0.372 0.328 -5.005
H 1.591 -0.643 -4.122
```

SMILES string = C[C@@H](Br)[C@@H](Br)PS(=O)(=O)C(F)(F)C(F)(F)C(F)(F)F.C[N+](=O)[O-].C[N+](=O)[O-]
Frontier orbital gap = 9.882 eV
Total charge = 0
Energy = -202979.4731 eV
Lowest unoccupied orbital energy = -0.676 eV
2S+1 = 1

***

Computed, not measured: an isolated molecule of C8H12BrClN2O2 in a non-equilibrium geometry, with ωB97M-V/def2-TZVPD.

Structure (XYZ):
```
26
C8H12BrClN2O2 | OMol25 | ωB97M-V/def2-TZVPD
C -1.307 1.693 0.381
C -2.646 -0.204 -0.120
C -0.303 -0.221 0.502
C -0.047 -0.347 2.010
C 1.713 1.015 0.011
C 0.534 0.082 -1.887
C 1.740 -1.469 -0.318
C 0.957 -0.183 -0.411
N -2.409 1.215 -0.023
N -1.444 -0.888 -0.026
O -0.738 2.648 0.791
O -3.737 -0.608 -0.255
Cl -3.974 2.279 -0.396
Br -1.602 -2.735 -0.001
H -0.790 0.377 2.539
H 0.971 0.054 2.131
H 0.019 -1.394 2.263
H 2.719 0.715 0.247
H 1.313 1.525 0.876
H 1.812 1.826 -0.707
H -0.290 0.898 -1.946
H 1.417 0.172 -2.548
H 0.190 -0.861 -2.291
H 2.546 -1.406 -1.048
H 1.101 -2.500 -0.479
H 2.254 -1.681 0.705
```

Frontier orbital gap = 7.410 eV
Total charge = 0
Energy = -98126.6737 eV
Lowest unoccupied orbital energy = -1.636 eV
2S+1 = 1

***

Computed, not measured: an isolated molecule of C8H12BrNO2S in a non-equilibrium geometry, with ωB97M-V/def2-TZVPD.

Structure (XYZ):
```
25
C8H12BrNO2S | OMol25 | ωB97M-V/def2-TZVPD
C 2.924 -0.436 -0.427
C 2.958 0.840 0.017
C 0.598 -0.426 0.556
C 1.573 -1.205 -0.272
C 1.823 1.599 0.480
C -3.991 -0.936 0.175
C 1.844 3.036 0.675
C -2.907 -1.578 -0.694
N 0.668 1.073 0.571
O -0.722 -0.877 0.485
O -0.768 -0.802 -1.993
S -1.558 -0.320 -0.925
Br 0.255 3.903 1.290
H 3.611 -0.955 -1.009
H 3.890 1.333 -0.094
H 0.808 -0.624 1.711
H 1.090 -1.490 -1.178
H 1.659 -2.177 0.297
H -5.007 -1.374 -0.082
H -3.975 -1.156 1.204
H -3.798 0.184 0.134
H 2.156 3.421 -0.322
H 2.572 3.320 1.467
H -3.269 -1.783 -1.751
H -2.438 -2.572 -0.317
```

Frontier orbital gap = 9.421 eV
Total charge = 0
Energy = -94950.2978 eV
Lowest unoccupied orbital energy = 0.257 eV
2S+1 = 1

***

Computed, not measured: C8H12CaCl3N4O12 as an isolated structure in a non-equilibrium geometry, with ωB97M-V/def2-TZVPD.

Structure (XYZ):
```
40
C8H12CaCl3N4O12 | OMol25 | ωB97M-V/def2-TZVPD
Ca -0.205 -0.439 -0.360
Cl -2.628 -1.915 2.520
O -1.924 -1.668 3.702
O -1.845 -1.743 1.347
O -3.335 -3.144 2.546
O -3.654 -0.875 2.448
Cl 1.692 -2.403 -2.329
O 2.597 -3.300 -1.695
O 1.766 -2.290 -3.783
O 0.365 -2.730 -1.882
O 1.871 -1.094 -1.915
Cl -3.282 -1.094 -2.864
O -4.334 -0.142 -2.530
O -2.594 -0.682 -4.022
O -2.358 -1.115 -1.820
O -3.930 -2.377 -3.006
C 3.856 -2.543 1.547
C 2.371 -2.301 1.298
N 1.242 -2.120 1.128
H 4.099 -3.542 1.187
H 3.840 -2.697 2.625
H 4.521 -1.806 1.096
C -1.120 3.429 -3.700
C -0.743 2.323 -2.888
N -0.520 1.434 -2.206
H -1.010 3.150 -4.748
H -0.323 4.121 -3.426
H -2.058 3.915 -3.434
C -2.137 2.554 2.987
C -1.667 1.905 1.727
N -1.358 1.333 0.751
H -2.565 3.494 2.641
H -1.348 2.576 3.739
H -3.032 1.958 3.171
C 3.725 1.848 1.906
C 2.471 1.396 1.295
N 1.551 0.943 0.800
H 3.485 2.227 2.900
H 4.235 2.492 1.190
H 4.281 0.923 2.055
```

Frontier orbital gap = 7.090 eV
Total charge = -1
Energy = -95008.5763 eV
Lowest unoccupied orbital energy = 1.397 eV
2S+1 = 1

***

Computed, not measured: C8H12Cl2OPr as an isolated structure in a non-equilibrium geometry, with ωB97M-V/def2-TZVPD.

Structure (XYZ):
```
24
C8H12Cl2OPr | OMol25 | ωB97M-V/def2-TZVPD
Pr 0.525 1.186 1.743
Cl 2.466 2.604 0.818
Cl -1.034 1.978 3.663
C -0.898 2.127 0.365
H -1.927 2.219 0.723
H -0.572 2.895 -0.343
C -0.696 -0.499 0.441
C -0.765 0.663 -0.374
H -1.371 -0.511 1.319
C 0.245 0.684 -1.566
H -1.752 0.585 -0.877
C 0.179 -0.662 -2.294
H -0.040 1.491 -2.253
H 1.264 0.899 -1.201
C 0.533 -1.828 -1.377
H -0.838 -0.809 -2.682
H 0.838 -0.659 -3.168
C -0.250 -1.832 -0.051
H 0.358 -2.774 -1.902
H 1.606 -1.797 -1.154
H -1.127 -2.490 -0.161
H 0.366 -2.319 0.721
O 1.557 -0.816 5.312
C 1.335 -0.333 4.296
```

Frontier orbital gap (alpha / beta) = 5.217 / 5.266 eV
Total charge = -1
Energy = -49653.3065 eV
Lowest unoccupied orbital energy (alpha / beta) = 2.852 / 2.830 eV
2S+1 = 3